1.
The following is a quantum chemistry calculation of C37H25BrCoN6O7S as an isolated structure in a non-equilibrium geometry, from OMol25.

The value obtained for the HOMO energy (spin up / spin down) is -0.738 / -1.677 eV. The orbital gap (spin up / spin down) comes out at 4.60 / 5.23 eV. The total charge is -2. The energy relative to the best compared isomer or geometry (same formula, charge and spin) is 15.0 kcal per mole. The expectation value of S² is 3.82. The multiplicity is 4. The electronic energy is -6635.191274 a.u.

The geometry in XYZ format:
```
78
Properties=species:S:1:pos:R:3:mulliken_charge:R:1
Co 0.684 0.391 -0.177 -0.251
C -2.918 -0.521 -2.289 -0.164
O -3.695 0.592 -1.860 -0.542
C -3.120 1.665 -1.208 -0.147
C -3.925 2.802 -1.175 -0.578
C -3.520 3.942 -0.483 -0.622
C -2.328 3.932 0.207 -1.175
C -1.492 2.788 0.212 0.947
C -0.308 2.802 1.001 -1.071
N 0.625 1.834 0.987 1.997
N 1.747 1.970 1.750 -1.495
C 2.639 1.073 1.424 0.609
O 2.411 0.154 0.489 -0.723
C 3.942 1.086 2.089 0.196
C 4.937 0.190 1.671 -0.355
C 6.193 0.203 2.263 -0.730
C 6.486 1.104 3.282 -0.334
C 5.503 2.002 3.694 -0.643
C 4.249 1.998 3.107 -0.329
C -1.867 1.639 -0.563 1.104
O -1.117 0.550 -0.628 -0.428
H -3.561 -1.056 -2.995 0.347
H -2.672 -1.183 -1.456 -0.067
H -1.994 -0.219 -2.773 0.109
H -4.877 2.771 -1.694 0.425
H -4.147 4.828 -0.492 0.320
H -2.003 4.803 0.769 0.340
H -0.101 3.672 1.615 0.249
H 4.699 -0.490 0.864 0.438
H 6.955 -0.489 1.917 0.361
H 7.470 1.118 3.739 0.361
H 5.727 2.721 4.476 0.358
H 3.487 2.705 3.411 0.437
Br -7.333 -2.818 1.641 -0.252
C -5.654 -3.697 1.804 0.121
C -5.353 -4.366 2.983 -0.403
C -4.138 -5.009 3.106 -0.128
C -3.195 -4.988 2.063 0.124
C -3.543 -4.325 0.869 -0.113
C -4.761 -3.677 0.744 -0.616
N -1.997 -5.619 2.299 -0.955
N -1.075 -5.543 1.376 -0.386
C -0.530 -4.463 0.810 -0.033
C 0.093 -4.600 -0.459 -0.384
C 0.603 -3.536 -1.162 -0.917
C 0.534 -2.223 -0.638 1.001
O 0.894 -1.182 -1.254 -0.697
C 0.015 -2.080 0.706 0.602
N 0.064 -0.818 1.184 0.643
C -0.378 -0.571 2.388 -0.144
C -0.854 -1.594 3.217 -1.298
C -0.901 -2.885 2.757 -0.577
C -0.484 -3.157 1.447 0.176
H -6.068 -4.378 3.794 0.381
H -3.878 -5.528 4.021 0.427
H -2.850 -4.324 0.038 0.330
H -5.011 -3.156 -0.171 0.410
H 0.108 -5.593 -0.893 0.359
H 1.035 -3.673 -2.144 0.441
H -0.339 0.464 2.706 0.514
H -1.187 -1.355 4.218 0.399
H -1.248 -3.687 3.396 0.672
O 0.110 0.508 -3.406 -0.751
C 0.897 1.336 -2.997 0.427
N 1.290 1.552 -1.694 0.487
S 2.393 2.775 -1.588 0.951
O 1.896 3.922 -0.879 -0.688
O 3.702 2.302 -1.225 -0.729
C 2.397 3.163 -3.317 0.377
C 3.066 4.169 -3.987 -0.611
C 2.877 4.261 -5.359 -0.502
C 2.045 3.358 -6.020 -0.447
C 1.376 2.363 -5.319 -0.479
C 1.560 2.287 -3.952 -0.329
H 3.707 4.860 -3.453 0.431
H 3.373 5.046 -5.918 0.364
H 1.915 3.443 -7.092 0.367
H 0.719 1.658 -5.814 0.487
```

---

2.
The following is a quantum chemistry calculation of a 2-piece molecular cluster, C3H8N2O overall in a non-equilibrium geometry, from OMol25.

The value obtained for the HOMO energy is -9.051 eV. The orbital gap comes out at 9.78 eV. The total charge is 0. The energy relative to the best compared isomer or geometry (same formula, charge and spin) is 58.1 kcal per mole. The multiplicity is 1. The electronic energy is -303.799591 a.u.

The geometry in XYZ format:
```
14
Properties=species:S:1:pos:R:3:mulliken_charge:R:1
H -0.116 2.439 -2.182 0.232
N 0.048 1.420 -2.086 -0.702
C -1.188 1.008 -2.286 0.034
N -1.521 -0.168 -2.896 -0.442
H -1.889 1.673 -1.956 0.420
H -2.489 -0.324 -3.203 0.223
H -0.827 -0.728 -3.349 0.250
C 0.810 -0.383 1.417 -0.750
C 0.595 -0.776 2.804 0.108
O 1.538 -1.127 3.461 -0.473
H 1.853 -0.435 1.119 0.281
H 0.288 -1.162 0.833 0.218
H 0.313 0.612 1.266 0.260
H -0.430 -0.921 3.048 0.341
```

---

3.
The following is a quantum chemistry calculation of C17H41Br3O20S6 as an isolated structure in a non-equilibrium geometry, from OMol25.

The value obtained for the HOMO energy is -10.475 eV. The orbital gap comes out at 9.87 eV. The total charge is 0. The energy relative to the best compared isomer or geometry (same formula, charge and spin) is 7.3 kcal per mole. The multiplicity is 1. The electronic energy is -12287.987671 a.u.

The geometry in XYZ format:
```
87
Properties=species:S:1:pos:R:3:mulliken_charge:R:1
O 0.768 21.039 -19.470 -0.584
S 1.071 21.606 -18.203 1.130
O 0.671 20.922 -16.990 -0.571
O 2.760 21.779 -18.055 -0.331
C 3.623 22.071 -19.196 -0.014
C 5.038 22.272 -18.712 -1.251
C 0.598 23.386 -18.312 -0.935
H 3.371 23.080 -19.523 0.232
H 3.536 21.331 -19.992 0.301
H 5.802 22.523 -19.448 0.375
H 5.272 21.291 -18.299 0.303
H 5.166 23.043 -17.952 0.311
H 1.178 23.924 -17.562 0.337
H -0.433 23.532 -17.990 0.369
H 0.906 23.917 -19.214 0.328
O 20.554 19.341 -30.592 -0.579
S 21.760 19.815 -29.897 1.145
O 22.798 20.597 -30.562 -0.588
O 21.286 20.727 -28.615 -0.337
C 20.041 20.375 -27.927 -0.130
C 18.826 20.840 -28.731 -1.093
C 22.645 18.388 -28.913 -0.872
H 20.086 21.235 -27.258 0.238
H 19.890 19.436 -27.396 0.273
H 19.059 21.618 -29.458 0.314
H 18.051 21.332 -28.143 0.369
H 18.448 19.966 -29.263 0.297
H 23.514 18.047 -29.476 0.374
H 21.908 17.592 -28.804 0.303
H 22.897 18.843 -27.956 0.289
O 18.909 10.817 -28.218 -0.664
S 19.937 11.747 -27.731 1.185
O 20.973 12.212 -28.662 -0.613
O 19.183 12.981 -27.027 -0.232
C 17.902 12.731 -26.509 -0.075
C 17.306 14.093 -26.314 -1.348
C 20.750 10.951 -26.324 -0.881
H 17.891 12.249 -25.531 0.284
H 17.235 12.151 -27.147 0.306
H 17.936 14.742 -25.705 0.317
H 16.353 14.183 -25.793 0.431
H 16.934 14.570 -27.221 0.329
H 20.606 11.636 -25.488 0.289
H 21.745 10.646 -26.648 0.349
H 20.031 10.138 -26.226 0.322
O 16.596 12.822 -17.490 -0.606
S 15.261 12.243 -17.663 1.085
O 14.128 12.965 -17.256 -0.583
O 15.092 11.656 -19.192 -0.258
C 13.777 11.534 -19.698 -0.097
C 14.049 11.418 -21.235 -1.256
C 15.243 10.664 -16.720 -0.886
H 13.152 12.423 -19.611 0.306
H 13.210 10.624 -19.503 0.281
H 13.172 11.427 -21.883 0.389
H 14.728 10.587 -21.428 0.318
H 14.518 12.366 -21.498 0.319
H 16.284 10.394 -16.897 0.312
H 14.393 10.175 -17.196 0.346
H 15.202 11.085 -15.716 0.331
C 12.124 18.769 -23.844 -0.366
Br 13.684 19.783 -24.524 0.003
Br 11.108 20.122 -22.698 -0.048
Br 12.586 17.255 -22.684 0.020
H 11.427 18.389 -24.591 0.392
C 18.868 18.868 -21.244 -0.203
C 19.003 17.335 -20.688 -0.320
O 20.089 16.665 -21.278 -0.267
S 20.808 17.606 -22.381 1.078
O 20.943 16.965 -23.680 -0.486
O 22.094 18.123 -21.783 -0.553
O 19.564 18.767 -22.420 -0.328
H 19.228 19.700 -20.639 0.250
H 17.856 19.157 -21.529 0.253
H 18.026 16.877 -20.843 0.288
H 19.238 17.328 -19.624 0.287
C 8.080 14.183 -28.741 -0.175
C 6.609 14.226 -28.404 -0.265
O 6.560 14.032 -26.976 -0.317
S 7.768 14.803 -26.269 1.124
O 8.313 14.065 -25.149 -0.518
O 7.387 16.197 -26.095 -0.538
O 8.734 14.734 -27.627 -0.332
H 8.422 14.808 -29.566 0.263
H 8.427 13.181 -28.992 0.249
H 6.041 13.319 -28.609 0.260
H 6.039 15.071 -28.790 0.249
```

---

4.
The following is a quantum chemistry calculation of a 10-piece molecular cluster, C13H44N7O12 overall in a non-equilibrium geometry, from OMol25.

The value obtained for the HOMO energy is -4.858 eV. The orbital gap comes out at 6.71 eV. The total charge is -1. The energy relative to the best compared isomer or geometry (same formula, charge and spin) is 120.8 kcal per mole. The multiplicity is 1. The electronic energy is -1807.743142 a.u.

The geometry in XYZ format:
```
76
Properties=species:S:1:pos:R:3:mulliken_charge:R:1
N -0.874 -1.205 -0.067 0.916
O -1.651 -0.983 -1.021 -0.636
O 0.279 -0.773 -0.250 -0.637
O -1.192 -1.776 0.981 -0.642
C 0.614 -7.943 2.388 -0.553
O 0.881 -6.892 3.150 -0.480
H 0.619 -8.843 3.003 0.215
H -0.395 -7.846 1.986 0.246
H 1.295 -8.133 1.558 0.238
H 0.618 -6.158 2.590 0.334
C -6.440 3.601 -2.264 -0.454
O -7.441 3.515 -3.308 -0.510
H -5.483 3.360 -2.728 0.242
H -6.512 4.655 -1.997 0.185
H -6.655 2.942 -1.422 0.240
H -7.429 2.582 -3.534 0.297
C -4.052 -4.475 6.679 -0.445
O -4.577 -3.875 5.563 -0.507
H -3.394 -5.281 6.356 0.219
H -3.529 -3.705 7.247 0.213
H -4.831 -4.911 7.305 0.200
H -3.888 -3.702 4.917 0.320
C -6.415 -2.531 -4.530 -0.515
O -6.602 -1.722 -3.482 -0.496
H -5.691 -2.165 -5.259 0.244
H -5.911 -3.389 -4.086 0.217
H -7.318 -2.783 -5.085 0.220
H -5.833 -1.778 -2.910 0.330
C -0.675 5.481 0.872 0.639
O -1.621 4.906 1.349 -0.641
N -0.394 6.766 0.993 -0.419
N 0.210 4.911 0.126 -0.377
H -1.148 7.158 1.539 0.222
H 0.401 7.333 0.734 0.177
H 0.015 3.953 -0.127 0.234
H 1.042 5.446 -0.078 0.165
C 0.910 -5.962 -4.266 0.598
O 1.326 -7.070 -4.499 -0.640
N 1.592 -4.845 -4.554 -0.421
N -0.185 -5.669 -3.557 -0.405
H 1.333 -3.996 -4.073 0.209
H 2.489 -5.028 -4.981 0.227
H -0.815 -6.453 -3.465 0.227
H -0.550 -4.729 -3.491 0.205
C 0.056 0.937 6.956 0.653
O 0.466 1.034 8.113 -0.704
N 0.347 -0.073 6.224 -0.382
N -0.830 1.803 6.496 -0.413
H -0.113 -0.252 5.343 0.196
H 0.963 -0.729 6.682 0.223
H -1.063 2.625 7.034 0.227
H -0.867 1.714 5.490 0.201
C 2.999 3.505 -5.083 -1.110
C 2.043 3.485 -6.265 0.420
C 0.713 2.989 -5.948 -1.210
O 1.994 4.854 -6.834 -0.545
H 2.884 4.439 -4.533 0.247
H 4.079 3.416 -5.194 0.303
H 2.760 2.654 -4.446 0.329
H 2.615 2.749 -6.829 0.216
H 0.103 3.691 -5.380 0.301
H 0.641 1.996 -5.503 0.393
H 0.240 2.581 -6.841 0.321
H 1.611 5.418 -6.158 0.334
C 6.340 0.338 2.887 -1.309
C 5.910 1.823 2.711 0.473
C 7.081 2.776 2.963 -1.242
O 5.639 1.940 1.404 -0.553
H 6.801 0.145 3.856 0.332
H 7.041 0.028 2.112 0.338
H 5.536 -0.363 2.663 0.355
H 5.079 2.016 3.390 0.274
H 7.214 2.728 4.044 0.373
H 6.824 3.763 2.578 0.317
H 8.013 2.373 2.567 0.304
H 4.760 1.612 1.199 0.337
```